Record 1
Here is a cluster of 3 separate species, C23H49NO7 in total in a non-equilibrium geometry from the Open Molecules 2025 dataset. Energies are from wB97M-V/def2-TZVPD.

Geometry as XYZ:
```
80
Properties=species:S:1:pos:R:3:mulliken_charge:R:1
C -4.4647 0.2164 4.1792 -0.88
C -5.6924 0.5747 3.1884 -0.50
C -5.3977 -0.0502 1.7460 0.06
C -5.5157 0.9556 0.5165 -0.66
C -4.8346 2.3814 0.7106 -0.46
C -3.2838 2.4691 0.3259 -0.97
C -2.4300 1.1456 0.6054 -0.21
C -2.4526 0.1806 -0.6791 0.45
C -2.9635 -1.3272 -0.5073 -0.67
N -2.0476 -2.1869 -1.3607 -0.47
C -0.8624 -1.4652 -1.8774 0.33
O 0.0037 -1.8264 -2.6819 -0.52
C -0.9257 -0.0770 -1.0959 -0.51
H -4.0267 -0.8132 3.9246 0.22
H -3.6694 1.0214 4.2224 0.06
H -4.9083 0.0795 5.2312 0.43
H -6.5946 0.0181 3.6320 0.30
H -5.9707 1.6710 3.1966 0.38
H -4.4082 -0.6218 1.7964 -0.38
H -6.1922 -0.8639 1.5762 0.40
H -6.6381 1.1455 0.3567 0.42
H -5.1730 0.4264 -0.4410 0.10
H -5.3826 3.0976 -0.0033 0.33
H -4.9510 2.8358 1.7430 0.25
H -3.0772 2.8232 -0.7376 0.35
H -2.8330 3.2811 1.0051 0.32
H -2.6794 0.6310 1.5846 0.05
H -1.3394 1.4946 0.7094 0.34
H -3.0235 0.6896 -1.5318 0.42
H -3.9910 -1.4801 -0.9850 0.14
H -2.8491 -1.6857 0.5612 0.27
H -1.5916 -2.7700 -0.6353 0.35
H -0.4512 0.8380 -1.5649 0.34
H -0.4445 -0.3391 -0.0959 -0.09
C 2.0559 -0.5625 -3.9220 -0.83
O 3.1817 -1.1505 -4.5504 -0.34
C 2.9475 -2.4825 -4.9830 -0.45
C 3.7049 -2.7710 -6.2762 -0.34
O 3.1554 -2.1427 -7.4366 -0.47
C 3.2641 -0.7214 -7.5166 -0.25
C 4.6830 -0.2066 -7.7356 -0.56
O 5.4659 -0.3431 -6.5562 -0.27
C 6.8008 -0.7336 -6.8174 -0.82
H 1.9426 -0.9537 -2.9122 0.35
H 2.2270 0.5157 -3.8680 0.32
H 1.1416 -0.7300 -4.4979 0.36
H 1.8803 -2.6686 -5.1423 0.28
H 3.3082 -3.1551 -4.1956 0.40
H 3.6319 -3.8464 -6.4712 0.41
H 4.7676 -2.5493 -6.1769 0.09
H 2.7900 -0.2440 -6.6593 0.04
H 2.6707 -0.4354 -8.3909 0.42
H 4.6471 0.8614 -7.9830 0.38
H 5.1363 -0.7493 -8.5789 0.34
H 6.8329 -1.6026 -7.4831 0.37
H 7.2648 -1.0118 -5.8701 0.23
H 7.3579 0.0986 -7.2577 0.33
C 2.8412 3.1022 4.2253 -0.79
O 2.0789 2.2453 5.0531 -0.27
C 0.6920 2.5531 5.0534 -0.62
C -0.1429 1.2821 5.1814 -0.32
O -0.1737 0.4734 4.0035 -0.31
C 1.0425 -0.1810 3.6393 -0.14
C 1.4604 -1.3075 4.5784 -0.64
O 1.9391 -0.7926 5.8142 -0.27
C 1.5376 -1.5644 6.9311 -0.81
H 2.9772 4.0740 4.7097 0.32
H 3.8192 2.6417 4.0752 0.23
H 2.3748 3.2310 3.2427 0.35
H 0.4005 3.0839 4.1407 0.34
H 0.4966 3.2017 5.9155 0.42
H -1.1828 1.5828 5.3497 0.37
H 0.1505 0.6953 6.0517 0.13
H 1.8460 0.5405 3.4929 0.14
H 0.8490 -0.6240 2.6570 0.20
H 2.2791 -1.8759 4.1210 0.40
H 0.6051 -1.9828 4.7332 0.35
H 0.4595 -1.7557 6.9096 0.36
H 1.7661 -0.9982 7.8350 0.23
H 2.0871 -2.5099 6.9531 0.33
```

Its HOMO-LUMO gap is 9.130 eV. The value obtained for the HOMO energy is -8.7 eV. The SMILES is CCCCCCC[C@@H]1CNC(=O)C1.COCCOCCOC.COCCOCCOC. As for the calculated total energy: -40462.098 eV. Its relative energy (zero: lowest compared OMol25 entry of this formula, charge and spin) is 442.5 kJ/mol. The value obtained for the maximum force is 4.233 eV Å⁻¹.



Record 2
Here is a cluster of 3 separate species, C23H50BN4O6S3 in total in a non-equilibrium geometry from the Open Molecules 2025 dataset. Energies are from wB97M-V/def2-TZVPD.

Geometry as XYZ:
```
87
Properties=species:S:1:pos:R:3:mulliken_charge:R:1
C -2.2957 0.6083 -0.3854 -0.23
C -2.2354 0.2063 1.2370 -0.73
N -1.3211 -0.9939 1.3273 0.90
C -1.9131 -2.1358 2.1201 -0.55
C -3.3235 -2.7432 1.4567 -0.85
C 0.0820 -0.6330 1.7581 -0.40
S 0.9116 0.6967 1.0146 -0.24
S 1.0981 -1.5602 3.0674 -0.07
C 2.5063 -2.3214 2.0229 -0.42
C 1.9121 -3.4457 0.9701 0.46
C 2.9563 -3.8858 -0.2146 -0.49
B 2.8477 -3.0134 -1.6035 0.73
C 2.1012 -1.5558 -1.4586 1.11
C 1.9396 -0.7389 -2.8888 -0.76
C 1.0253 0.6470 -2.7233 0.15
C 1.3525 1.5289 -4.1062 -0.69
S 0.5709 3.2451 -3.8742 1.07
O 0.7558 4.1239 -5.1408 -0.62
O -0.9325 3.0332 -3.5731 -0.57
O 1.3955 3.9252 -2.5046 -0.49
C 4.4241 -2.6815 -2.0668 -0.86
O 5.2002 -1.9825 -1.0310 -0.35
C 5.5777 -0.6196 -1.4527 -0.49
C 2.2372 -3.9901 -2.7843 -0.64
C 0.6052 -3.9589 -2.9305 0.54
C -0.4908 -3.9423 -1.7118 -0.25
N 0.0934 -3.9921 -4.2267 -0.86
H -3.2683 1.1925 -0.6727 0.14
H -1.3731 1.2994 -0.6550 0.05
H -2.1888 -0.3577 -1.0482 0.13
H -1.8271 1.1711 1.8012 0.10
H -3.3236 0.0387 1.6322 0.23
H -2.1167 -1.8834 3.2619 0.30
H -1.1763 -3.0753 2.1374 0.30
H -3.1466 -3.1648 0.3775 0.15
H -4.2043 -1.9657 1.5357 0.27
H -3.6470 -3.6624 2.1459 0.35
H 2.9180 -1.4017 1.3845 -0.01
H 3.3786 -2.7064 2.7020 0.43
H 0.8602 -3.0848 0.5981 -0.55
H 1.7050 -4.4318 1.6102 0.23
H 4.0263 -3.9209 0.2632 0.11
H 2.6922 -5.0133 -0.4987 0.10
H 2.8073 -0.8785 -0.7766 -0.02
H 1.0315 -1.5892 -0.9787 -1.05
H 1.4724 -1.4066 -3.7420 0.07
H 2.9880 -0.3748 -3.2840 0.17
H -0.1219 0.3688 -2.7240 0.16
H 1.3658 1.2693 -1.7873 0.08
H 2.5069 1.6072 -4.2898 0.37
H 0.8806 0.9219 -4.9937 0.36
H 0.7371 4.5045 -2.0058 0.36
H 4.4122 -2.0193 -3.0597 0.24
H 4.9956 -3.6733 -2.3679 -0.01
H 6.4683 -0.7001 -2.2285 0.22
H 4.6853 0.0393 -1.8303 0.14
H 6.0438 -0.0947 -0.4873 0.22
H 2.6079 -5.1169 -2.6773 0.25
H 2.6939 -3.6131 -3.8120 0.08
H -0.1433 -4.6138 -0.8167 0.19
H -1.5161 -4.3682 -2.1472 0.41
H -0.7150 -2.8455 -1.3589 -0.26
H 0.8664 -4.0335 -4.9286 0.33
C 2.1346 3.4765 6.5181 -1.34
C 1.7441 2.3679 5.5820 0.87
O 1.8460 1.1825 5.8918 -0.65
N 1.2629 2.7098 4.3521 -0.02
C 1.0691 4.0316 3.8042 -0.90
H 2.4993 3.0501 7.4579 0.29
H 2.9359 4.0744 6.0768 0.35
H 1.2670 4.1038 6.7380 0.34
H 1.0211 1.9098 3.7773 0.14
H 0.0122 4.1413 3.5506 0.27
H 1.6682 4.1122 2.8944 0.27
H 1.3595 4.8178 4.5024 0.38
C -6.4060 3.7738 1.7096 -1.34
C -5.6574 3.2234 0.5287 0.75
O -4.5564 2.6885 0.6424 -0.51
N -6.2366 3.3312 -0.7017 -0.16
C -7.5108 3.9195 -1.0411 -0.87
H -5.8199 3.6151 2.6203 0.27
H -6.5649 4.8479 1.5847 0.37
H -7.3623 3.2567 1.8207 0.36
H -5.6733 2.9382 -1.4482 0.23
H -8.1226 3.1503 -1.5179 0.28
H -7.3313 4.7291 -1.7521 0.29
H -8.0338 4.3112 -0.1676 0.34
```

Its charge is -1. Its HOMO-LUMO gap is 6.967 eV. The value obtained for the HOMO energy is -5.0 eV. As for the calculated total energy: -76081.875 eV. The value obtained for the maximum force is 5.400 eV Å⁻¹.